C20H22N4OsS2 | ωB97M-V with the def2-TZVPD basis set

The geometry in XYZ format:
```
49
Properties=species:S:1:pos:R:3
Os 0.006 0.161 0.127
C -0.342 1.097 2.114
C 1.050 0.773 2.006
C 1.182 -0.642 1.880
C -0.122 -1.185 1.920
C -1.074 -0.124 2.079
H -0.753 2.088 2.228
H 1.858 1.488 2.004
H 2.103 -1.195 1.791
H -0.375 -2.233 1.863
H -2.137 -0.237 2.207
S 1.699 0.464 -1.277
C 0.950 1.416 -2.487
N 1.413 1.754 -3.714
N 2.601 1.672 -4.106
C 3.832 1.497 -3.406
C 4.076 2.153 -2.206
C 5.324 2.029 -1.626
C 6.310 1.258 -2.237
C 6.060 0.630 -3.449
C 4.821 0.762 -4.051
N -0.345 1.779 -2.323
N -0.901 1.460 -1.225
C -2.238 1.979 -1.108
C -3.163 1.334 -0.295
C -4.456 1.822 -0.200
C -4.821 2.961 -0.901
C -3.891 3.609 -1.706
C -2.602 3.122 -1.820
H 2.688 1.825 -5.109
H 3.326 2.794 -1.759
H 5.542 2.554 -0.707
H 7.284 1.170 -1.775
H 6.835 0.052 -3.935
H 4.619 0.294 -5.007
H -2.884 0.437 0.234
H -5.181 1.310 0.419
H -5.828 3.348 -0.821
H -4.171 4.504 -2.244
H -1.876 3.631 -2.436
C -0.083 -2.944 -1.157
S -1.249 -1.592 -0.885
C -1.627 -1.183 -2.600
H 0.659 -2.643 -1.894
H -0.644 -3.809 -1.505
H 0.407 -3.183 -0.217
H -2.199 -2.018 -3.001
H -0.708 -1.040 -3.164
H -2.243 -0.288 -2.621
```

Highest occupied orbital energy (alpha / beta) = -14.29 / -14.24 eV
Charge = +2
Gap between HOMO and LUMO (alpha / beta) = 5.5 / 5.7 eV
Energy = -51178.92617 eV